Entry 1:
{"formula": "C27H45NO4P", "method": "ωB97M-V/def2-TZVPD", "elements": ["C", "C", "C", "C", "C", "C", "C", "C", "C", "C", "C", "C", "C", "C", "C", "C", "C", "C", "C", "C", "P", "C", "O", "C", "C", "C", "O", "N", "C", "O", "H", "H", "H", "H", "H", "H", "H", "H", "H", "H", "H", "H", "H", "H", "H", "H", "H", "H", "H", "H", "H", "H", "H", "H", "H", "H", "H", "H", "H", "H", "H", "H", "H", "H", "H", "H", "H", "H", "H", "H", "C", "C", "O", "H", "H", "H", "H", "H"], "positions_angstrom": [[-1.55850, 3.12270, 1.54131], [-2.23875, 3.00325, 0.10688], [-3.76501, 2.58113, 0.19878], [-4.00250, 1.07716, -0.26513], [-3.18397, 0.08541, 0.65731], [-4.02802, -1.05220, 1.33000], [-3.17256, -2.04371, 2.24088], [-1.67429, -1.57261, 2.45664], [-0.85420, -2.49399, 3.43112], [0.64384, -1.93749, 3.51612], [1.74920, -3.03557, 3.23928], [2.18823, -3.11525, 1.70508], [0.96472, -2.95146, 0.73123], [1.20949, -3.46038, -0.73501], [2.33860, -2.64058, -1.47151], [1.81962, -1.45870, -2.33443], [0.98194, -1.56780, -3.53094], [0.48993, -2.95234, -4.03132], [0.61745, -0.33411, -4.24647], [1.03057, 1.00381, -3.84028], [0.63438, 2.59505, -4.73634], [-0.55945, 3.63872, -3.70973], [-0.19358, 2.21962, -6.19221], [1.82781, 1.11342, -2.62787], [2.19736, -0.11527, -1.91992], [3.06984, 0.37119, -0.72521], [3.44477, -0.17972, 0.26468], [3.43011, 1.74020, -1.05502], [2.40880, 2.34382, -1.87459], [2.08529, 3.49108, -1.90883], [-2.26796, 3.51560, 2.31893], [-1.19805, 2.12600, 1.90144], [-0.67200, 3.79157, 1.44605], [-1.63409, 2.31247, -0.53213], [-2.22395, 4.04751, -0.31908], [-4.32150, 3.22645, -0.53252], [-4.17244, 2.69048, 1.23337], [-5.08592, 0.79734, -0.26719], [-3.56984, 1.02270, -1.30544], [-2.61428, 0.69496, 1.40688], [-2.39412, -0.38207, 0.00181], [-4.78320, -0.57006, 2.00477], [-4.56950, -1.60371, 0.51389], [-3.10773, -3.01406, 1.66955], [-3.62146, -2.21638, 3.25069], [-1.20283, -1.53750, 1.44714], [-1.63400, -0.51785, 2.85173], [-0.79536, -3.56059, 3.08808], [-1.29911, -2.50776, 4.46636], [0.76506, -1.02383, 2.88306], [0.78017, -1.59693, 4.58039], [2.65553, -2.71354, 3.82817], [1.47326, -4.04419, 3.65293], [2.93277, -2.29312, 1.55833], [2.70532, -4.08558, 1.48644], [0.11616, -3.54375, 1.16387], [0.74293, -1.85272, 0.67018], [0.26495, -3.55229, -1.33833], [1.59450, -4.52017, -0.64474], [2.91924, -3.34956, -2.13113], [3.05878, -2.24854, -0.71575], [1.35577, -3.64993, -4.15728], [-0.19231, -3.39376, -3.25139], [-0.13677, -2.88947, -4.96113], [-0.00675, -0.42559, -5.16230], [-0.57928, 3.27459, -2.65556], [-1.55386, 3.63852, -4.21983], [-0.15141, 4.68371, -3.76263], [-0.53027, 1.30613, -6.15999], [4.38644, 1.85953, -1.38797], [2.82979, 3.71937, 2.18046], [2.30703, 2.40472, 2.80530], [1.00584, 2.55501, 3.09466], [2.72847, 4.56193, 2.87178], [3.90011, 3.62368, 1.93212], [2.30059, 3.96484, 1.25413], [3.00665, 2.19069, 3.65088], [2.58753, 1.60975, 2.07650]], "forces_ev_per_a": [[-0.06, -0.38, -0.75], [-0.57, 0.82, 1.47], [0.04, -0.94, -1.17], [0.88, 0.45, 0.42], [0.36, -0.04, -0.59], [0.24, 0.51, 0.57], [0.90, 0.08, -0.77], [-0.70, -0.20, 0.33], [0.68, 0.59, -0.46], [-0.35, -0.71, 1.05], [0.59, 0.70, -0.31], [-0.24, 0.06, 0.42], [0.29, 0.04, -0.36], [0.75, -0.73, 0.52], [-0.34, -0.28, -0.70], [-0.18, 1.76, 0.01], [0.44, 1.70, 0.13], [-0.35, 0.34, 0.56], [1.00, -0.18, 1.31], [-0.61, -1.18, 1.45], [0.93, 0.83, -0.80], [0.00, -0.35, -0.36], [0.22, -0.85, 1.63], [-1.09, -2.17, -0.57], [-0.92, 0.80, -1.02], [0.07, 0.32, -1.54], [0.00, -0.22, -0.49], [-0.47, 0.26, 0.41], [0.26, -2.30, -0.56], [0.30, -0.23, -0.35], [0.58, -0.15, -0.84], [-0.02, 1.04, -0.19], [-0.58, -0.70, 0.49], [-0.57, 0.54, 0.35], [0.14, -1.12, 0.08], [0.14, -0.42, 0.89], [0.37, 0.20, -0.79], [0.78, 0.33, -0.13], [-0.76, -0.13, 0.84], [-0.69, -0.70, -0.56], [-0.68, 0.30, 0.71], [0.38, -0.32, -0.75], [0.38, 0.39, 0.86], [-0.14, 0.65, 0.87], [0.07, 0.06, -0.94], [-0.13, -0.08, 0.91], [-0.05, -1.06, -0.25], [-0.36, 0.85, 0.15], [0.25, 0.08, -1.06], [0.05, -0.79, 0.43], [0.02, -0.15, -1.06], [-0.74, -0.42, -0.63], [-0.08, 0.90, -0.47], [-0.65, -0.66, -0.11], [-0.35, 0.66, 0.28], [0.52, 0.81, -0.46], [-0.22, -1.02, 0.23], [0.87, 0.42, 0.73], [-0.39, 0.92, -0.12], [-0.58, 0.72, 0.47], [-0.63, -0.28, -0.62], [-0.77, 0.53, -0.04], [0.75, 0.35, -0.77], [0.89, 0.08, 0.71], [0.52, -0.11, 0.74], [-0.23, 0.43, -0.82], [0.61, -0.18, 0.66], [-0.31, -1.08, 0.21], [-0.14, 0.49, -0.12], [-0.27, 0.28, 0.64], [0.87, -0.09, -0.18], [-0.14, 1.21, -0.35], [-0.28, -0.82, 0.25], [-0.16, -0.12, 0.05], [0.08, 0.10, -0.08], [-0.12, -0.09, 0.09], [-0.05, -0.05, 0.41], [-0.22, -0.28, -0.20]], "mulliken_charge": [-0.97, 0.13, -0.77, -0.79, 0.66, -0.82, -0.77, 0.41, -1.01, -0.46, -1.03, -0.47, 0.34, -0.75, -1.05, 0.87, 0.65, -1.39, -0.62, 1.35, 0.03, -0.38, -0.50, -0.36, -0.19, -0.35, -0.50, 0.00, -0.05, -0.49, 0.20, 0.13, 0.30, -0.08, 0.40, 0.37, 0.32, 0.37, 0.25, -0.36, 0.10, 0.20, 0.34, 0.21, 0.31, -0.27, 0.29, 0.36, 0.41, 0.28, 0.47, 0.40, 0.32, 0.17, 0.26, 0.16, -0.17, 0.22, 0.36, 0.47, 0.42, 0.29, 0.29, 0.36, -0.07, -0.11, 0.36, 0.28, 0.30, 0.30, -1.04, 0.43, -0.85, 0.35, 0.37, 0.06, 0.18, -0.42], "charge": -1, "energy_ha": -1752.7759}



Entry 2:
{"formula": "C27H45NPbSSbTe", "method": "ωB97M-V/def2-TZVPD", "elements": ["Pb", "C", "N", "C", "C", "C", "C", "C", "C", "C", "C", "H", "H", "H", "H", "H", "H", "H", "H", "H", "H", "H", "H", "H", "C", "C", "C", "Sb", "C", "C", "C", "C", "C", "C", "H", "H", "H", "H", "H", "H", "H", "H", "H", "H", "H", "H", "H", "H", "H", "H", "H", "H", "H", "H", "H", "S", "C", "C", "C", "C", "C", "C", "Te", "C", "C", "C", "H", "H", "H", "H", "H", "H", "H", "H", "H", "H", "H"], "positions_angstrom": [[-1.88340, -0.74082, 0.10471], [-2.05263, -5.72615, 0.70466], [-1.83046, -4.67630, 1.77651], [-3.07865, -3.90624, 2.05835], [-0.65583, -3.80045, 1.33632], [-0.38383, -2.65107, 2.25245], [0.43865, -2.89917, 3.39811], [0.65051, -1.95680, 4.38610], [-0.14196, -0.81619, 4.27753], [-0.96673, -0.60454, 3.20748], [-0.93677, -1.41926, 2.06917], [-2.83109, -6.38865, 1.01028], [-1.14019, -6.30472, 0.54365], [-2.38837, -5.19641, -0.19128], [-1.55515, -5.14450, 2.67034], [-3.29658, -3.37721, 1.15264], [-2.82491, -3.14949, 2.80491], [-3.86164, -4.60289, 2.35412], [-0.96995, -3.51241, 0.32897], [0.26951, -4.37046, 1.19924], [1.01515, -3.84563, 3.38041], [1.34067, -2.10642, 5.25496], [-0.11807, -0.08666, 5.04824], [-1.51657, 0.33734, 3.23915], [3.50726, -0.38098, 0.81168], [2.09347, 0.24337, 0.84324], [2.03947, 1.71420, 1.28241], [0.84575, -0.08786, -0.89203], [1.46328, -1.76040, -2.11654], [1.19116, -3.05952, -1.31822], [2.82466, -1.63875, -2.75035], [1.13862, 1.70812, -2.11279], [2.62079, 2.00807, -2.30123], [0.40083, 1.58602, -3.46147], [3.96721, -0.26624, 1.78466], [4.15565, 0.19743, 0.07785], [3.57621, -1.40057, 0.48988], [1.49971, -0.28730, 1.61677], [2.67545, 2.32868, 0.63671], [2.41868, 1.81325, 2.28450], [1.04713, 2.23296, 1.23829], [0.72129, -1.67307, -2.91289], [1.77993, -3.10304, -0.39488], [1.59496, -3.90335, -1.89281], [0.15345, -3.25561, -1.15212], [3.72438, -1.73326, -2.11238], [2.94194, -0.66024, -3.15641], [2.96370, -2.39037, -3.53712], [0.67650, 2.58774, -1.57662], [3.14943, 1.25367, -2.88433], [3.12419, 2.23644, -1.37519], [2.69065, 2.97617, -2.81538], [0.72670, 0.68834, -3.95889], [0.56378, 2.46803, -4.12703], [-0.65684, 1.37234, -3.38592], [-2.45864, -2.57323, -1.30411], [0.76237, 5.29723, -1.71111], [-0.51516, 4.65895, -1.20424], [-1.47583, 4.14543, -2.05886], [-2.47109, 3.30100, -1.54515], [-3.59510, 2.78524, -2.41022], [-2.43868, 2.89083, -0.16193], [-3.70530, 1.32666, 0.47117], [-1.46882, 3.42240, 0.68088], [-1.38293, 3.14216, 2.11979], [-0.50865, 4.29202, 0.13255], [0.65218, 6.39507, -1.58904], [0.93258, 4.96883, -2.74975], [1.67502, 5.04387, -1.16926], [-1.45941, 4.34223, -3.13028], [-3.45984, 3.08292, -3.48655], [-4.55077, 3.13143, -2.01783], [-3.54297, 1.70341, -2.38728], [-0.38015, 3.27226, 2.54625], [-1.68457, 2.09580, 2.30130], [-2.09877, 3.69219, 2.71765], [0.27340, 4.71417, 0.75764]], "forces_ev_per_a": [[0.25, -0.40, -0.15], [0.22, 0.60, 0.11], [1.07, -1.12, 0.67], [0.71, 0.21, 0.26], [0.27, 0.20, -0.71], [1.09, -1.17, 1.02], [0.55, -0.90, -0.90], [0.02, -0.25, 0.26], [0.32, -0.52, 0.64], [0.35, 1.32, -0.86], [-1.71, 0.80, 0.46], [-0.55, -0.41, 0.40], [-0.06, 0.33, 0.00], [0.30, -0.01, 0.07], [-0.23, 0.33, -0.90], [-0.49, 0.11, -0.66], [-0.31, -0.38, 0.18], [0.08, 0.19, 0.05], [-0.03, 0.33, 0.27], [-0.51, -0.63, 0.35], [-0.48, 0.50, 0.28], [-0.71, 0.07, -1.07], [-0.01, 0.53, 0.64], [-0.04, -0.29, -0.33], [0.40, 2.12, -1.25], [-0.58, -0.75, 0.80], [-0.15, 0.64, -1.09], [-0.23, 1.05, -0.10], [-0.61, -0.38, 0.80], [1.64, -0.02, -0.72], [1.09, -0.45, 0.32], [-0.75, 0.81, 0.12], [-0.28, 0.77, -0.37], [0.32, -0.12, 0.04], [0.14, -0.09, 0.29], [-0.66, -0.56, 0.84], [-0.35, -0.67, 0.00], [0.29, -0.05, -0.40], [0.08, -0.06, 0.14], [0.16, -0.01, 0.53], [0.57, -0.92, 0.03], [-0.11, -0.16, -0.02], [-0.22, 0.25, 0.14], [-0.17, 0.06, -0.15], [-0.54, 0.19, 0.03], [-0.71, -0.20, 0.28], [0.00, 0.56, -0.78], [-0.20, 0.17, 0.01], [0.42, -1.21, -0.11], [0.06, 0.17, 0.14], [0.27, -0.48, 0.43], [0.02, -0.25, -0.37], [0.66, -0.25, -0.65], [-0.07, -0.64, 0.57], [-0.49, 0.50, 0.41], [-0.18, 0.23, -0.02], [-0.54, 0.91, -0.48], [1.73, -1.04, 0.31], [-0.95, -0.40, 0.39], [-0.14, -0.13, 0.85], [1.01, 0.33, -1.14], [0.45, 0.50, -1.55], [-0.17, 0.05, 0.27], [0.65, 1.04, -0.66], [-0.01, -1.50, 1.16], [-0.87, 0.08, 0.08], [0.27, -0.45, -0.66], [-0.10, 0.67, 0.20], [-0.32, -0.29, 0.32], [-0.01, 0.11, 0.23], [-0.25, -0.03, 1.08], [-0.06, -0.13, -0.22], [-0.42, -0.27, -0.07], [-0.27, 0.19, -0.20], [0.31, 0.35, -0.01], [-0.12, 0.49, 0.02], [-0.09, -0.20, 0.12]], "mulliken_charge": [1.08, -0.78, 0.04, -0.64, -0.65, 1.00, -0.51, -0.85, -0.55, -0.94, 0.35, 0.37, 0.32, 0.32, 0.41, 0.19, 0.32, 0.36, -1.01, 0.79, 0.35, 0.40, 0.49, 0.26, -1.44, 1.63, -1.64, 0.63, 0.26, -1.11, -1.44, 2.25, -1.45, -1.55, 0.44, 0.30, 0.35, -0.83, 0.23, 0.54, 0.27, 0.50, 0.17, 0.56, 0.22, 0.23, 0.28, 0.47, -1.59, 0.31, 0.32, 0.44, 0.50, 0.33, 0.34, -0.61, -1.51, 0.12, -0.50, 1.20, -1.94, -0.42, -0.04, 0.80, -0.54, -0.61, 0.43, 0.32, 0.33, 0.38, 0.36, 0.44, 0.48, 0.44, -0.47, 0.38, 0.34], "e_above_lowest_kcal_mol": 31.96, "charge": 1, "energy_ha": -2209.5395}



We obtain HOMO values of -2.3; -10.1 eV for the records listed above, in that order.
We obtain LUMO energy values of 1.70; -3.26 eV for the records listed above, in that order.